{
  "formula": "C32H55ClP2Si2Tc",
  "method": "the ωB97M-V functional and the def2-TZVPD basis",
  "symbols": ["Tc", "C", "C", "C", "Si", "C", "C", "Si", "H", "H", "H", "Cl", "C", "C", "C", "C", "H", "H", "H", "H", "H", "H", "H", "H", "H", "H", "H", "H", "C", "C", "P", "H", "H", "P", "H", "H", "C", "C", "C", "C", "C", "H", "C", "H", "H", "H", "H", "H", "H", "H", "C", "C", "H", "H", "H", "H", "H", "H", "H", "C", "C", "H", "H", "H", "H", "H", "H", "C", "C", "H", "H", "H", "H", "H", "H", "H", "C", "H", "H", "H", "C", "C", "C", "C", "C", "C", "C", "C", "H", "H", "H", "H", "H"],
  "coordinates": [[0.11, 0.00, -0.12], [2.06, -0.13, -1.53], [1.28, -1.31, -1.60], [-0.05, -0.89, -2.04], [2.05, -2.97, -1.16], [-0.05, 0.53, -2.17], [1.28, 1.01, -1.81], [2.04, 2.73, -1.67], [3.12, -0.11, -1.32], [-0.87, -1.54, -2.32], [-0.87, 1.12, -2.56], [-4.07, 0.16, 1.75], [3.91, 2.68, -1.61], [1.49, 3.76, -3.13], [3.92, -2.91, -1.11], [1.50, -4.24, -2.43], [2.12, 3.50, -3.99], [1.62, 4.83, -2.92], [0.44, 3.58, -3.41], [4.27, 2.16, -0.71], [4.30, 3.71, -1.59], [4.32, 2.18, -2.50], [2.12, -4.10, -3.33], [0.45, -4.14, -2.71], [1.67, -5.25, -2.05], [4.32, -2.57, -2.07], [4.31, -3.92, -0.91], [4.27, -2.24, -0.31], [1.39, 3.34, -0.01], [1.38, -3.28, 0.57], [-0.26, 2.61, 0.30], [1.40, 4.44, 0.00], [2.07, 2.96, 0.77], [-0.27, -2.51, 0.75], [2.06, -2.78, 1.28], [1.40, -4.37, 0.77], [-0.86, -3.00, 2.45], [-1.39, -3.56, -0.37], [-1.39, 3.45, -0.98], [-0.85, 3.38, 1.89], [-0.69, 2.41, 3.07], [-1.92, 3.57, 1.74], [-0.13, 4.69, 2.21], [0.94, 4.52, 2.37], [-0.55, 5.10, 3.14], [-0.25, 5.45, 1.44], [-1.30, 1.50, 2.93], [-1.03, 2.90, 3.99], [0.36, 2.11, 3.19], [-0.96, 3.14, -1.95], [-1.35, 4.97, -0.89], [-2.84, 2.95, -0.91], [-0.33, 5.39, -0.95], [-1.82, 5.32, 0.04], [-1.92, 5.39, -1.73], [-2.94, 1.90, -1.22], [-3.46, 3.55, -1.59], [-3.25, 3.03, 0.10], [-0.96, -3.42, -1.37], [-2.84, -3.06, -0.38], [-1.35, -5.05, -0.01], [-0.34, -5.47, -0.01], [-1.92, -5.60, -0.77], [-1.82, -5.23, 0.96], [-2.94, -2.07, -0.86], [-3.25, -2.97, 0.63], [-3.46, -3.77, -0.95], [-0.72, -1.84, 3.44], [-0.13, -4.24, 3.00], [-1.93, -3.22, 2.33], [0.94, -4.03, 3.12], [-0.25, -5.12, 2.37], [-0.55, -4.48, 3.98], [0.32, -1.52, 3.52], [-1.06, -2.18, 4.44], [-1.34, -0.98, 3.15], [-1.90, 0.04, 0.44], [-2.66, -0.02, -0.34], [-2.07, -0.79, 1.13], [-2.08, 0.97, 0.99], [1.34, 0.11, 1.36], [1.83, 0.19, 2.51], [2.30, 0.27, 3.85], [1.41, 0.41, 4.96], [1.92, 0.47, 6.25], [3.29, 0.41, 6.48], [4.17, 0.28, 5.40], [3.69, 0.22, 4.10], [0.33, 0.46, 4.79], [1.23, 0.56, 7.09], [3.67, 0.44, 7.49], [5.24, 0.23, 5.56], [4.36, 0.12, 3.24]],
  "e_lumo_ev": [0.2751, -1.7077],
  "homo_lumo_gap_ha": [0.223, 0.169],
  "spin_multiplicity": 4,
  "total_charge": 0,
  "homo_energy_ev": [-5.8, -6.3],
  "s2": 3.817
}



{
  "formula": "C32H55NP2PrSi",
  "method": "the ωB97M-V functional and the def2-TZVPD basis",
  "symbols": ["Pr", "C", "C", "C", "C", "C", "C", "H", "H", "H", "C", "H", "H", "H", "C", "H", "H", "H", "C", "H", "H", "H", "C", "H", "H", "H", "C", "C", "C", "C", "C", "C", "C", "C", "H", "H", "H", "H", "H", "H", "H", "H", "H", "H", "H", "H", "P", "C", "C", "P", "C", "C", "C", "H", "H", "H", "H", "H", "H", "H", "H", "H", "H", "H", "H", "H", "H", "C", "Si", "C", "C", "N", "C", "C", "C", "C", "C", "C", "H", "H", "H", "H", "H", "H", "H", "H", "H", "H", "H", "H", "H", "H"],
  "coordinates": [[0.34, -0.09, 1.79], [-1.37, -1.65, 3.24], [-0.91, -2.47, 2.16], [0.90, -1.99, 3.50], [-0.25, -1.36, 4.07], [0.49, -2.70, 2.33], [-2.78, -1.37, 3.59], [-3.44, -1.46, 2.71], [-2.91, -0.36, 4.00], [-3.16, -2.08, 4.35], [-0.29, -0.66, 5.38], [-1.26, -0.84, 5.90], [-0.17, 0.43, 5.27], [0.50, -1.00, 6.06], [2.28, -1.87, 4.02], [2.28, -1.81, 5.12], [2.79, -0.97, 3.64], [2.88, -2.75, 3.73], [1.33, -3.54, 1.44], [1.02, -4.59, 1.46], [2.39, -3.50, 1.73], [1.26, -3.20, 0.39], [-1.75, -3.05, 1.07], [-1.90, -4.14, 1.17], [-1.29, -2.89, 0.07], [-2.75, -2.59, 1.04], [-1.57, 0.75, -2.05], [-2.62, -0.09, -2.25], [-2.62, -1.54, -2.59], [-1.35, -1.99, -3.39], [-0.21, -2.49, -2.64], [1.00, -1.73, -2.65], [0.85, -0.47, -1.71], [-0.10, 0.59, -2.33], [-3.52, -1.71, -3.21], [-0.98, -1.13, -3.97], [-2.72, -2.21, -1.72], [-0.03, 0.39, -3.45], [-1.78, 1.61, -1.41], [-3.62, 0.28, -2.03], [0.39, 1.57, -2.20], [0.56, -0.76, -0.66], [1.86, -2.36, -2.34], [1.85, 0.01, -1.63], [-1.70, -2.73, -4.14], [-0.25, -3.49, -2.17], [-0.35, 0.96, -5.01], [-0.58, 2.71, -5.33], [-1.56, 0.10, -6.02], [1.88, -1.00, -4.44], [1.28, 0.44, -5.55], [1.24, -2.32, -5.50], [3.61, -1.01, -5.07], [0.32, 3.28, -5.05], [-1.45, 3.06, -4.76], [-0.78, 2.83, -6.40], [-1.55, 0.58, -7.00], [-2.56, 0.22, -5.59], [-1.36, -0.97, -6.17], [3.65, -0.78, -6.14], [4.03, -2.01, -4.93], [4.22, -0.28, -4.54], [1.96, 1.31, -5.53], [1.20, 0.14, -6.62], [1.94, -3.15, -5.41], [1.21, -2.04, -6.55], [0.25, -2.67, -5.21], [-2.60, 1.91, 1.96], [-1.44, 2.76, 3.17], [-1.22, 4.55, 2.73], [-2.06, 2.62, 4.92], [0.08, 1.86, 3.01], [1.36, 2.33, 3.32], [2.45, 1.76, 2.59], [3.74, 1.93, 3.07], [3.98, 2.74, 4.18], [2.92, 3.42, 4.82], [1.61, 3.24, 4.37], [-3.48, 2.57, 1.87], [-2.97, 0.93, 2.29], [-2.18, 1.81, 0.94], [-2.20, 5.06, 2.77], [-0.55, 5.08, 3.42], [-0.82, 4.66, 1.72], [-2.60, 1.68, 5.09], [-1.26, 2.70, 5.67], [-2.76, 3.46, 5.09], [2.29, 1.32, 1.57], [4.58, 1.44, 2.56], [5.00, 2.87, 4.53], [3.12, 4.10, 5.65], [0.76, 3.76, 4.83]],
  "de_lowest_kcal_mol": 62.83,
  "e_lumo_ev": [-2.9850, -2.7077],
  "homo_lumo_gap_ha": [0.204, 0.214],
  "spin_multiplicity": 3,
  "total_charge": 1,
  "homo_energy_ev": [-8.5, -8.5],
  "s2": 2.009
}



{
  "formula": "C32H55NP2SiZr",
  "method": "the ωB97M-V functional and the def2-TZVPD basis",
  "symbols": ["Zr", "C", "C", "C", "C", "C", "C", "H", "H", "H", "C", "H", "H", "H", "C", "H", "H", "H", "C", "H", "H", "H", "C", "H", "H", "H", "C", "C", "C", "C", "C", "C", "C", "C", "H", "H", "H", "H", "H", "H", "H", "H", "H", "H", "H", "H", "P", "C", "C", "P", "C", "C", "C", "H", "H", "H", "H", "H", "H", "H", "H", "H", "H", "H", "H", "H", "H", "C", "Si", "C", "C", "N", "C", "C", "C", "C", "C", "C", "H", "H", "H", "H", "H", "H", "H", "H", "H", "H", "H", "H", "H", "H"],
  "coordinates": [[-0.34, -0.33, 0.92], [-1.85, -1.56, 2.65], [-1.30, -2.39, 1.62], [0.37, -1.90, 3.16], [-0.83, -1.34, 3.64], [0.11, -2.54, 1.90], [-3.32, -1.38, 2.87], [-3.82, -0.96, 1.99], [-3.53, -0.73, 3.73], [-3.79, -2.36, 3.07], [-1.04, -0.88, 5.03], [-2.05, -0.50, 5.19], [-0.33, -0.09, 5.31], [-0.89, -1.72, 5.74], [1.63, -2.03, 3.94], [1.48, -2.64, 4.84], [2.00, -1.04, 4.27], [2.42, -2.50, 3.35], [1.02, -3.52, 1.23], [1.22, -4.38, 1.89], [2.00, -3.07, 0.98], [0.58, -3.91, 0.31], [-2.09, -3.26, 0.70], [-2.27, -4.25, 1.17], [-1.56, -3.44, -0.24], [-3.07, -2.83, 0.46], [-1.31, 1.36, -0.51], [-2.19, 0.25, -0.43], [-2.43, -0.71, -1.57], [-1.13, -1.25, -2.22], [-0.01, -1.55, -1.26], [1.02, -0.65, -0.95], [1.09, 0.78, -1.45], [-0.24, 1.60, -1.53], [-3.06, -0.22, -2.34], [-0.77, -0.47, -2.92], [-3.03, -1.56, -1.20], [-0.68, 1.47, -2.54], [-1.67, 2.26, 0.00], [-3.02, 0.32, 0.28], [0.04, 2.67, -1.51], [1.82, 1.35, -0.85], [2.00, -1.09, -0.71], [1.53, 0.76, -2.47], [-1.35, -2.12, -2.86], [0.22, -2.61, -1.15], [-0.95, 0.87, -4.66], [-1.20, 2.62, -5.11], [-1.94, 0.02, -5.94], [1.41, -1.02, -4.19], [0.79, 0.48, -5.14], [0.77, -2.36, -5.29], [3.15, -1.06, -4.79], [-0.39, 3.25, -4.71], [-2.16, 2.95, -4.67], [-1.26, 2.73, -6.21], [-1.69, 0.43, -6.93], [-3.00, 0.22, -5.72], [-1.77, -1.06, -5.92], [3.22, -0.87, -5.87], [3.54, -2.06, -4.56], [3.74, -0.32, -4.24], [1.43, 1.34, -4.87], [0.84, 0.31, -6.23], [1.46, -3.21, -5.20], [0.73, -2.04, -6.35], [-0.22, -2.69, -4.95], [-2.41, 2.18, 2.55], [-0.58, 2.58, 2.71], [-0.17, 4.14, 1.76], [-0.33, 2.81, 4.55], [0.49, 1.27, 2.11], [1.88, 1.35, 2.33], [2.73, 0.32, 1.86], [4.10, 0.33, 2.14], [4.64, 1.35, 2.93], [3.83, 2.40, 3.37], [2.47, 2.42, 3.04], [-2.92, 2.86, 3.25], [-2.67, 1.16, 2.85], [-2.84, 2.38, 1.56], [-1.01, 4.85, 1.87], [0.73, 4.64, 2.14], [-0.03, 3.95, 0.69], [-1.23, 2.47, 5.08], [0.53, 2.24, 4.91], [-0.17, 3.87, 4.78], [2.31, -0.51, 1.27], [4.73, -0.47, 1.74], [5.70, 1.33, 3.18], [4.25, 3.21, 3.96], [1.85, 3.26, 3.38]],
  "de_lowest_kcal_mol": 7.99,
  "e_lumo_ev": [-7.9415, -7.9444],
  "homo_lumo_gap_ha": [0.184, 0.183],
  "total_charge": 2,
  "homo_energy_ev": [-12.9, -12.9]
}



{
  "formula": "C32H56BrN5O5",
  "method": "the ωB97M-V functional and the def2-TZVPD basis",
  "symbols": ["C", "C", "O", "C", "C", "Br", "C", "C", "C", "N", "C", "C", "C", "C", "C", "C", "C", "C", "C", "C", "C", "C", "C", "O", "C", "C", "N", "C", "H", "H", "H", "H", "H", "H", "H", "H", "H", "H", "H", "H", "H", "H", "H", "H", "H", "H", "H", "H", "H", "H", "H", "H", "H", "H", "H", "H", "H", "H", "H", "H", "H", "H", "H", "C", "C", "O", "N", "C", "H", "H", "H", "H", "H", "H", "H", "C", "C", "O", "N", "C", "H", "H", "H", "H", "H", "H", "H", "C", "C", "O", "N", "C", "H", "H", "H", "H", "H", "H", "H"],
  "coordinates": [[5.50, -0.06, 0.21], [4.20, 0.28, 0.98], [4.12, 1.63, 1.45], [4.15, 2.56, 0.44], [5.24, 3.40, 0.40], [6.70, 3.26, 1.64], [5.36, 4.44, -0.59], [4.34, 4.57, -1.49], [3.18, 3.72, -1.50], [2.22, 3.96, -2.44], [1.21, 3.13, -2.35], [0.06, 3.30, -3.36], [-0.53, 4.73, -3.12], [-1.55, 4.73, -1.92], [-2.98, 5.10, -2.46], [-3.90, 5.73, -1.39], [-4.17, 4.81, -0.17], [-5.49, 4.00, -0.33], [-5.56, 2.87, 0.73], [-4.51, 1.74, 0.50], [-4.40, 1.25, -0.95], [-3.32, 0.13, -1.12], [-3.07, 0.02, -2.65], [-1.95, -0.81, -2.95], [-1.72, -0.77, -4.36], [1.12, 2.08, -1.37], [2.02, 1.85, -0.43], [3.08, 2.71, -0.52], [5.78, -1.09, 0.51], [6.36, 0.58, 0.47], [5.34, -0.12, -0.88], [4.17, -0.35, 1.88], [3.34, -0.03, 0.36], [6.21, 5.12, -0.63], [4.40, 5.37, -2.24], [-0.72, 2.53, -3.24], [0.52, 3.30, -4.36], [-1.01, 5.12, -4.04], [0.26, 5.46, -2.88], [-1.59, 3.73, -1.45], [-1.26, 5.46, -1.14], [-2.84, 5.85, -3.25], [-3.42, 4.19, -2.91], [-4.87, 5.93, -1.88], [-3.53, 6.71, -1.03], [-4.33, 5.46, 0.71], [-3.34, 4.13, 0.08], [-5.59, 3.58, -1.34], [-6.36, 4.67, -0.17], [-5.38, 3.31, 1.73], [-6.56, 2.39, 0.71], [-4.81, 0.89, 1.15], [-3.49, 2.03, 0.82], [-5.36, 0.90, -1.37], [-4.05, 2.08, -1.61], [-3.71, -0.84, -0.75], [-2.37, 0.42, -0.64], [-3.97, -0.40, -3.15], [-2.87, 1.04, -3.02], [-2.55, -0.27, -4.90], [-0.81, -0.18, -4.59], [-1.66, -1.79, -4.78], [0.24, 1.42, -1.39], [-3.29, -6.40, 0.67], [-4.38, -5.36, 0.67], [-5.51, -5.59, 1.09], [-4.08, -4.12, 0.20], [-2.81, -3.64, -0.33], [-3.68, -7.33, 1.07], [-2.96, -6.58, -0.36], [-2.46, -6.08, 1.29], [-4.85, -3.47, 0.24], [-2.48, -2.80, 0.27], [-2.98, -3.30, -1.36], [-2.06, -4.42, -0.33], [10.52, 2.93, 2.09], [11.34, 2.08, 1.16], [11.51, 2.37, -0.01], [11.91, 0.95, 1.67], [11.83, 0.43, 3.02], [10.14, 3.79, 1.55], [9.67, 2.36, 2.48], [11.13, 3.29, 2.92], [12.44, 0.43, 0.99], [12.84, 0.36, 3.43], [11.38, -0.57, 2.99], [11.23, 1.07, 3.66], [-4.31, -8.60, 4.28], [-3.98, -9.65, 3.25], [-3.40, -9.39, 2.21], [-4.34, -10.93, 3.52], [-5.03, -11.45, 4.69], [-3.95, -7.63, 3.92], [-5.39, -8.54, 4.42], [-3.81, -8.82, 5.22], [-4.09, -11.58, 2.79], [-4.40, -12.20, 5.17], [-5.96, -11.92, 4.38], [-5.25, -10.66, 5.41]],
  "smiles": "CCOc1c(Br)ccc2nc(CCCCCCCCCCCCOC)cnc12.CNC(C)=O.CNC(C)=O.CNC(C)=O",
  "e_lumo_ev": -0.3575,
  "homo_lumo_gap_ha": 0.308,
  "total_charge": 0,
  "homo_energy_ev": -8.7
}